This record from the Open Molecules 2025 dataset describes a 13-piece molecular cluster, C49H125N7O13 overall at a distorted geometry. The level of theory is wB97M-V/def2-TZVPD.

Calculated values
highest occupied orbital energy	-0.28316	Eh
gap between HOMO and LUMO	0.2974	Eh
strongest force on any atom	4.559	eV/Å
ΔE to the lowest compared entry with this formula, charge and spin	6.158	eV
molar mass	1020.575	g mol⁻¹
total energy	-3302.8338	a.u.

CARTESIAN COORDINATES (ANGSTROEM)
1 C -5.12362 -3.67311 -3.04873
2 C -4.64366 -2.62596 -4.07208
3 C -5.69274 -1.47578 -3.88745
4 C -5.18512 -0.11056 -4.46388
5 C -3.71779 0.09416 -3.92430
6 C -2.60288 -0.94803 -4.15682
7 N -3.17477 -2.22234 -3.76988
8 O -2.28532 -3.32120 -3.88834
9 C -2.11087 -1.01013 -5.68159
10 C -1.29248 -0.75412 -3.31421
11 C -4.83545 -3.18045 -5.48391
12 H -6.15127 -3.97148 -3.25607
13 H -5.02509 -3.32349 -2.02103
14 H -4.41588 -4.49711 -3.13948
15 H -6.57454 -1.63687 -4.50759
16 H -6.07338 -1.28648 -2.88377
17 H -5.78599 0.77831 -4.27160
18 H -5.28241 -0.15221 -5.54873
19 H -3.87851 0.32299 -2.87078
20 H -3.22380 1.04373 -4.13020
21 H -1.51404 -1.87102 -5.98285
22 H -3.02393 -0.89631 -6.26594
23 H -1.49873 -0.13099 -5.88286
24 H -0.75592 0.19182 -3.38770
25 H -1.61011 -0.77126 -2.27166
26 H -0.58866 -1.57269 -3.46479
27 H -4.38820 -4.17355 -5.52667
28 H -4.42856 -2.51089 -6.24169
29 H -5.87683 -3.41608 -5.70327
30 H -2.21792 -3.36570 -4.84494
31 C 5.70985 4.59759 -3.55508
32 C 4.32005 3.95754 -3.80730
33 C 3.75875 4.54909 -5.16952
34 C 4.41766 3.91956 -6.41061
35 C 4.36916 2.37939 -6.40521
36 C 4.64181 1.70100 -4.98845
37 N 4.27915 2.49482 -3.84953
38 O 4.50567 1.88772 -2.64192
39 C 3.81172 0.46320 -5.02311
40 C 6.12456 1.41100 -4.81724
41 C 3.42196 4.52618 -2.70477
42 H 5.99295 4.39268 -2.52262
43 H 5.80886 5.66538 -3.75034
44 H 6.55475 4.22862 -4.13654
45 H 2.68211 4.37901 -5.16316
46 H 3.89310 5.62917 -5.11055
47 H 5.48294 4.14655 -6.36863
48 H 4.16606 4.38308 -7.36453
49 H 5.20341 2.04790 -7.02347
50 H 3.47491 2.03992 -6.92787
51 H 3.69646 -0.11180 -4.10432
52 H 2.80494 0.82934 -5.22420
53 H 3.87245 -0.11531 -5.94493
54 H 6.51300 0.58888 -5.41835
55 H 6.71559 2.31710 -4.95055
56 H 6.48328 1.16824 -3.81700
57 H 3.90469 4.38681 -1.73749
58 H 2.44083 4.05276 -2.66798
59 H 3.24322 5.58522 -2.89076
60 H 3.84729 1.18917 -2.62871
61 C -5.21003 2.89979 3.29731
62 C -5.13927 4.19739 2.49620
63 C -4.15358 5.04401 3.35853
64 C -3.47708 6.19611 2.66025
65 C -2.80033 5.63628 1.34594
66 C -3.76043 4.85801 0.41340
67 N -4.58143 3.84235 1.13600
68 O -5.32210 2.87872 0.49353
69 C -4.55226 6.00010 -0.29997
70 C -2.92854 4.10521 -0.68611
71 C -6.39616 5.06978 2.48780
72 H -5.72593 2.03826 2.87339
73 H -5.56473 3.19918 4.28354
74 H -4.22996 2.43059 3.38340
75 H -4.67720 5.43090 4.23274
76 H -3.26245 4.50711 3.68369
77 H -2.78480 6.65788 3.36426
78 H -4.28959 6.90390 2.49607
79 H -2.03782 4.89875 1.59641
80 H -2.37744 6.50915 0.84858
81 H -4.74896 6.88115 0.31090
82 H -3.94537 6.35008 -1.13500
83 H -5.45766 5.62189 -0.77465
84 H -2.56886 4.81594 -1.43014
85 H -2.06574 3.58496 -0.27015
86 H -3.44211 3.33781 -1.26528
87 H -7.19722 4.65558 1.87555
88 H -6.22290 6.06021 2.06694
89 H -6.77508 5.15513 3.50625
90 H -6.20713 3.25057 0.50123
91 C 3.60713 0.61690 4.42626
92 O 3.89171 1.02876 5.69730
93 H 4.05251 1.36404 3.76935
94 H 4.05847 -0.35374 4.22074
95 H 2.52944 0.51681 4.29722
96 H 4.41850 0.30730 6.04884
97 C 0.59906 5.68126 4.53724
98 O -0.14387 4.63152 4.06637
99 H -0.14642 6.34953 4.96826
100 H 1.42902 5.52365 5.22601
101 H 1.04024 6.06441 3.61710
102 H 0.41524 4.30757 3.35639
103 C 4.16419 -3.03849 2.09087
104 O 4.93580 -1.89899 1.87387
105 H 3.57312 -2.92672 2.99986
106 H 3.36702 -2.94078 1.35394
107 H 4.54524 -4.03483 1.86683
108 H 5.74744 -1.87252 2.38586
109 C -0.68312 1.70627 6.27517
110 O -0.44779 3.06582 6.32576
111 H -1.70516 1.54997 5.93006
112 H -0.05266 1.30341 5.48250
113 H -0.47088 1.10947 7.16223
114 H -0.21658 3.38596 5.45074
115 C -3.82477 -0.07263 1.06222
116 O -3.26499 1.16764 1.46626
117 H -4.83808 0.02206 0.67193
118 H -3.34449 -0.48316 0.17402
119 H -3.91020 -0.72893 1.92828
120 H -3.85192 1.87700 1.19438
121 C 1.35464 4.30796 0.32398
122 O 0.47880 4.51960 1.45868
123 H 0.86370 4.32954 -0.64897
124 H 2.26606 4.90549 0.30464
125 H 1.85514 3.34128 0.37989
126 H -0.00236 3.69397 1.55050
127 C 7.42299 -5.57348 -0.69008
128 C 6.01111 -6.02700 -0.50372
129 C 5.11683 -5.85237 -1.75052
130 O 4.99951 -4.58802 -2.26368
131 C 4.29554 -3.60575 -1.45271
132 N 5.83864 -7.36272 -0.02408
133 H 7.40787 -4.48452 -0.73512
134 H 8.01664 -5.96826 -1.51460
135 H 8.02067 -5.71195 0.21087
136 H 5.58240 -5.40790 0.28432
137 H 4.10767 -6.26430 -1.74631
138 H 5.55138 -6.39958 -2.58708
139 H 3.41465 -4.03396 -0.97441
140 H 4.09192 -2.69670 -2.01863
141 H 4.89269 -3.43120 -0.55770
142 H 6.08180 -8.00710 -0.76282
143 H 4.87026 -7.56427 0.18019
144 C 0.58110 -5.09609 -0.07465
145 C -0.26084 -4.52777 0.96307
146 C -1.78072 -4.69605 0.73330
147 O -2.16636 -6.05678 0.93573
148 C -3.43584 -6.36510 0.41965
149 N 0.20517 -5.04813 2.23465
150 H 1.61360 -4.89169 0.20865
151 H 0.30785 -4.68192 -1.04516
152 H 0.45063 -6.17790 -0.04689
153 H -0.08583 -3.45676 0.86107
154 H -1.96523 -4.47154 -0.31725
155 H -2.33001 -3.97401 1.33748
156 H -3.87773 -7.09402 1.09900
157 H -3.31433 -6.71586 -0.60520
158 H -4.04252 -5.46064 0.46434
159 H 0.24371 -4.44048 3.04048
160 H -0.24212 -5.90454 2.52889
161 C 0.30085 -0.43759 2.44827
162 C 0.28369 0.70014 1.37536
163 C -0.33738 0.20294 -0.02545
164 O 0.60275 -0.00342 -1.10172
165 C 1.84959 -0.70724 -0.80518
166 N -0.47586 1.81310 1.96339
167 H -0.73963 -0.74171 2.56231
168 H 0.52242 -0.05147 3.44321
169 H 0.86639 -1.35716 2.29776
170 H 1.29678 1.09043 1.27828
171 H -0.97636 0.94908 -0.49775
172 H -0.87035 -0.73691 0.11850
173 H 2.41408 -0.74615 -1.73682
174 H 1.73181 -1.76399 -0.56536
175 H 2.49508 -0.24955 -0.05553
176 H -1.43253 1.55202 1.77178
177 H -0.51026 1.73528 2.96981
178 C 1.33596 -2.91683 5.72400
179 C 0.09724 -3.46011 6.34393
180 C -0.71713 -4.04449 5.31765
181 O -0.92805 -3.03306 4.32895
182 C -2.21514 -2.83828 3.80121
183 N 0.44038 -4.52392 7.25258
184 H 1.91187 -2.68303 6.61941
185 H 1.08141 -2.11837 5.02703
186 H 2.00597 -3.62086 5.23051
187 H -0.53892 -2.69715 6.79259
188 H -1.67486 -4.37669 5.71828
189 H -0.27929 -4.96838 4.93973
190 H -2.52070 -3.83290 3.47645
191 H -2.16893 -2.28633 2.86244
192 H -2.88728 -2.35717 4.51175
193 H -0.39107 -4.62388 7.81721
194 H 1.25453 -4.39322 7.83583

Results of the Mulliken charge analysis, in e, for atoms 1 through 8: atom 1 (C): -1.980, atom 2 (C): 1.619, atom 3 (C): -1.301, atom 4 (C): -1.039, atom 5 (C): -1.278, atom 6 (C): 1.937, atom 7 (N): 0.614, atom 8 (O): -0.365